[1]
Entry from OMol25: a molecular structure, C48H42CsFN8O5S at a distorted geometry (ωB97M-V/def2-TZVPD).

Positions of all 106 atoms, in Å:
Cs1 -0.336 -0.297 -1.878
O1 -2.314 -3.401 -6.054
C1 -1.805 -2.424 -5.492
N1 -2.392 -1.388 -4.899
C2 -3.523 -0.757 -5.173
O2 -4.108 -0.592 -6.254
C3 -4.161 -0.107 -3.952
C4 -5.550 -0.055 -3.873
C5 -6.140 0.502 -2.753
C6 -5.329 1.020 -1.751
C7 -3.956 0.942 -1.925
N2 -3.374 0.389 -2.993
C8 -0.284 -2.385 -5.403
C9 0.469 -2.971 -6.412
C10 1.851 -2.885 -6.349
C11 2.442 -2.242 -5.269
C12 1.610 -1.712 -4.296
N3 0.280 -1.772 -4.357
H1 -6.132 -0.452 -4.694
H2 -7.219 0.536 -2.660
H3 -5.741 1.471 -0.858
H4 -3.278 1.324 -1.165
H5 -0.047 -3.478 -7.217
H6 2.464 -3.317 -7.131
H7 3.517 -2.145 -5.176
H8 2.026 -1.212 -3.424
C13 -3.085 -1.938 5.980
C14 -2.549 -0.538 5.711
C15 -3.490 0.510 6.280
C16 -2.950 1.909 6.035
C17 -2.708 2.117 4.562
C18 -2.755 3.376 4.000
C19 -2.482 3.545 2.652
F1 -2.499 4.803 2.152
C20 -2.173 2.495 1.843
C21 -2.151 1.206 2.385
C22 -1.784 0.079 1.482
O3 -1.561 0.312 0.296
C23 -1.681 -1.213 2.125
C24 -1.958 -1.303 3.447
N4 -2.345 -0.286 4.268
C25 -2.415 1.011 3.743
C26 -1.278 -2.536 1.444
O4 -1.095 -3.498 2.228
O5 -1.185 -2.511 0.192
H9 -3.365 -2.003 7.035
H10 -2.358 -2.724 5.781
H11 -3.972 -2.129 5.369
H12 -1.584 -0.432 6.218
H13 -3.618 0.318 7.346
H14 -4.467 0.397 5.797
H15 -2.012 2.030 6.588
H16 -3.639 2.668 6.408
H17 -2.976 4.242 4.614
H18 -1.918 2.628 0.798
H19 -1.836 -2.284 3.885
C27 2.169 5.545 0.119
C28 0.869 4.789 0.408
C29 1.024 3.726 1.468
C30 0.726 4.001 2.800
C31 0.820 3.019 3.781
C32 1.214 1.741 3.411
C33 1.533 1.428 2.090
C34 1.960 0.024 1.733
C35 3.471 -0.192 1.876
C36 1.454 2.432 1.104
N5 1.639 2.125 -0.249
C37 2.775 2.108 -0.837
C38 2.976 1.854 -2.236
C39 4.219 1.860 -2.906
C40 3.929 1.633 -4.253
C41 2.519 1.511 -4.315
N6 1.940 1.643 -3.115
H20 2.020 6.310 -0.649
H21 2.940 4.860 -0.240
H22 2.543 6.032 1.024
H23 0.523 4.317 -0.514
H24 0.101 5.496 0.730
H25 0.375 4.998 3.061
H26 0.554 3.240 4.810
H27 1.257 0.948 4.156
H28 1.676 -0.203 0.708
H29 1.432 -0.689 2.373
H30 4.022 0.464 1.196
H31 3.743 -1.226 1.644
H32 3.799 0.032 2.895
H33 3.689 2.320 -0.265
H34 5.191 2.010 -2.452
H35 4.626 1.561 -5.077
H36 1.918 1.316 -5.198
N7 -0.372 -4.223 -1.916
C42 0.946 -4.204 -1.609
N8 1.669 -3.137 -1.486
C43 2.983 -3.454 -1.190
C44 4.002 -2.522 -1.009
C45 5.291 -2.967 -0.756
C46 5.580 -4.331 -0.671
C47 4.572 -5.274 -0.847
C48 3.285 -4.823 -1.111
S1 1.830 -5.735 -1.391
H37 -0.897 -3.419 -1.581
H38 -0.857 -5.093 -1.805
H39 3.773 -1.462 -1.087
H40 6.086 -2.241 -0.623
H41 6.593 -4.658 -0.469
H42 4.790 -6.337 -0.790

Results
- Net charge: -2
- Strongest force on any atom: 1.5 eV/Å
- Frontier orbital gap: 5.80 eV
- ΔE to the lowest compared entry with this formula, charge and spin: 82.67 kJ/mol
- DFT total energy: -3187.00189 Ha

---

[2]
Entry from OMol25: a molecular structure, C48H43BN6O4PtS2Sb (ωB97M-V/def2-TZVPD).

Positions of all 106 atoms, in Å:
Pt1 0.585 -0.182 0.284
C1 4.225 0.732 -3.791
C2 2.952 1.056 -3.078
C3 2.105 2.108 -3.314
C4 1.038 1.974 -2.418
N1 1.249 0.881 -1.649
N2 2.434 0.338 -2.067
B1 3.079 -0.918 -1.463
N3 2.056 -2.067 -1.283
N4 1.076 -2.014 -0.350
C5 0.617 -3.247 -0.142
C6 1.283 -4.112 -1.011
C7 2.194 -3.338 -1.703
C8 3.189 -3.772 -2.727
C9 -0.408 -3.619 0.846
C10 -0.593 -2.911 2.031
C11 -1.574 -3.289 2.936
C12 -2.379 -4.386 2.676
C13 -2.185 -5.118 1.509
C14 -1.211 -4.735 0.603
N5 3.720 -0.616 -0.082
N6 2.949 -0.519 1.029
C15 3.784 -0.410 2.057
C16 5.112 -0.447 1.608
C17 5.031 -0.579 0.240
C18 6.145 -0.633 -0.753
C19 3.307 -0.169 3.428
C20 1.975 -0.197 3.725
C21 1.464 0.452 4.946
C22 2.454 0.531 6.047
C23 3.773 0.444 5.765
C24 4.218 0.184 4.446
C25 -0.122 2.897 -2.433
C26 0.010 4.127 -3.078
C27 -1.063 5.002 -3.154
C28 -2.284 4.674 -2.583
C29 -2.431 3.458 -1.929
C30 -1.353 2.588 -1.880
H1 4.331 1.404 -4.640
H2 4.236 -0.294 -4.160
H3 5.093 0.862 -3.146
H4 2.230 2.859 -4.075
H5 3.924 -1.302 -2.212
H6 1.171 -5.180 -1.079
H7 2.979 -4.800 -3.012
H8 4.207 -3.723 -2.338
H9 3.140 -3.146 -3.619
H10 0.079 -2.095 2.275
H11 -1.717 -2.723 3.848
H12 -3.146 -4.677 3.383
H13 -2.799 -5.987 1.302
H14 -1.092 -5.293 -0.317
H15 6.018 -0.400 2.191
H16 7.090 -0.747 -0.224
H17 6.198 0.289 -1.333
H18 6.038 -1.464 -1.451
H19 1.273 -0.551 2.979
H20 0.505 0.057 5.267
H21 2.094 0.746 7.044
H22 4.504 0.573 6.554
H23 5.278 0.209 4.231
H24 0.957 4.421 -3.509
H25 -0.942 5.952 -3.659
H26 -3.122 5.359 -2.645
H27 -3.497 2.311 -0.524
H28 -1.472 1.636 -1.399
O1 1.047 1.934 4.682
S1 1.522 2.972 3.604
O2 -0.038 3.316 2.948
O3 -0.230 1.727 0.854
O4 2.275 2.354 2.551
S2 -0.929 2.706 1.738
Sb1 -2.000 -0.742 -0.191
C31 -1.739 -1.949 -1.924
C32 -2.437 -3.153 -2.036
C33 -2.269 -3.962 -3.154
C34 -1.406 -3.573 -4.170
C35 -0.720 -2.367 -4.076
C36 -0.886 -1.555 -2.961
C37 -2.110 1.770 2.669
C38 -3.404 2.259 2.719
C39 -4.357 1.560 3.451
C40 -3.999 0.407 4.130
C41 -2.691 -0.071 4.073
C42 -1.741 0.603 3.327
C43 -3.761 3.043 -1.307
C44 -4.618 2.329 -2.318
C45 -5.902 2.685 -2.566
C46 -6.513 3.761 -1.877
C47 -5.765 4.495 -0.922
C48 -4.475 4.186 -0.648
H29 -3.113 -3.469 -1.248
H30 -2.808 -4.899 -3.227
H31 -1.277 -4.204 -5.041
H32 -0.059 -2.053 -4.875
H33 -0.344 -0.620 -2.900
H34 -3.671 3.173 2.198
H35 -5.374 1.926 3.493
H36 -4.741 -0.128 4.709
H37 -2.414 -0.962 4.620
H38 -0.720 0.245 3.263
H39 -4.155 1.512 -2.863
H40 -6.469 2.145 -3.314
H41 -7.540 4.029 -2.088
H42 -6.235 5.328 -0.413
H43 -3.911 4.774 0.071

Results
- Net charge: +1
- 2S+1: 5
- Strongest force on any atom: 0.8 eV/Å
- Frontier orbital gap (alpha / beta): 5.66 / 6.26 eV
- DFT total energy: -3664.91264 Ha

---

[3]
Entry from OMol25: a molecular structure, C48H45Br2FN7O8W at a distorted geometry (ωB97M-V/def2-TZVPD).

Positions of all 112 atoms, in Å:
W1 0.170 0.240 0.056
O1 1.606 -0.366 3.144
C1 2.936 -0.068 3.070
C2 3.547 0.527 4.159
C3 4.914 0.771 4.136
C4 5.676 0.418 3.031
C5 5.051 -0.143 1.926
C6 3.682 -0.379 1.927
C7 3.017 -0.909 0.683
O2 1.999 -0.042 0.259
N1 2.461 -2.250 0.976
N2 1.357 -2.645 0.308
C8 0.875 -3.802 0.492
C9 -0.454 -4.200 0.001
Br1 -1.488 -2.847 -0.892
C10 -0.949 -5.421 0.175
C11 -2.312 -5.902 -0.142
C12 -2.488 -7.046 -0.918
C13 -3.764 -7.489 -1.234
C14 -4.875 -6.815 -0.749
C15 -4.708 -5.693 0.053
C16 -3.434 -5.234 0.349
H1 1.487 -1.233 2.726
H2 2.945 0.777 5.026
H3 5.385 1.226 4.998
H4 6.745 0.590 3.022
H5 5.624 -0.390 1.036
H6 3.756 -0.954 -0.113
H7 3.097 -2.951 1.334
H8 1.383 -4.540 1.120
H9 -0.267 -6.148 0.614
H10 -1.618 -7.572 -1.297
H11 -3.888 -8.372 -1.849
H12 -5.872 -7.170 -0.983
H13 -5.573 -5.182 0.459
H14 -3.296 -4.376 0.998
C17 -1.723 3.250 -2.479
C18 -2.823 2.655 -1.632
C19 -3.960 3.422 -1.398
C20 -4.995 2.954 -0.609
C21 -4.915 1.680 -0.068
C22 -3.806 0.874 -0.296
C23 -3.822 -0.549 0.199
C24 -2.741 1.386 -1.046
N3 -1.558 0.579 -1.270
C25 -1.413 0.203 -2.529
C26 -2.516 0.224 -3.544
C27 -0.126 -0.270 -2.924
C28 0.160 -0.501 -4.375
N4 0.762 -0.400 -1.979
C29 2.077 -0.914 -2.353
C30 2.289 -2.260 -2.708
C31 1.204 -3.257 -3.014
C32 3.595 -2.706 -2.887
C33 4.676 -1.851 -2.804
C34 4.442 -0.503 -2.605
C35 3.159 -0.018 -2.389
C36 3.006 1.471 -2.224
H15 -1.959 3.145 -3.542
H16 -0.757 2.791 -2.290
H17 -1.636 4.317 -2.274
H18 -4.010 4.417 -1.826
H19 -5.868 3.571 -0.434
H20 -5.735 1.290 0.527
H21 -2.850 -0.883 0.539
H22 -4.538 -0.662 1.013
H23 -4.119 -1.228 -0.606
H24 -3.473 0.459 -3.090
H25 -2.588 -0.758 -4.017
H26 -2.323 0.955 -4.332
H27 -0.084 0.399 -4.944
H28 -0.452 -1.312 -4.775
H29 1.205 -0.740 -4.539
H30 0.223 -2.809 -3.083
H31 1.163 -4.047 -2.267
H32 1.426 -3.728 -3.975
H33 3.750 -3.752 -3.131
H34 5.684 -2.219 -2.949
H35 5.269 0.199 -2.622
H36 3.703 1.981 -2.890
H37 3.243 1.764 -1.201
H38 2.002 1.812 -2.450
Br2 -1.420 3.957 0.912
C37 -1.922 2.444 1.915
C38 -2.847 2.720 2.916
C39 -3.217 1.726 3.778
C40 -2.613 0.493 3.616
C41 -1.739 0.313 2.582
N5 -1.385 1.239 1.681
C42 -1.168 -1.040 2.346
O3 -1.339 -2.020 2.979
O4 -0.412 -1.027 1.249
H39 -3.248 3.719 3.008
H40 -3.945 1.913 4.558
H41 -2.805 -0.352 4.265
F1 2.534 4.814 4.921
C43 2.058 5.155 3.723
C44 2.337 4.428 2.645
N6 1.877 4.776 1.385
C45 2.105 3.890 0.257
C46 1.284 2.630 0.377
O5 0.740 2.120 -0.666
O6 1.143 2.053 1.464
C47 1.122 5.920 1.177
O7 0.732 6.266 0.077
N7 0.836 6.620 2.326
C48 1.227 6.348 3.646
O8 0.881 7.050 4.563
H42 2.944 3.534 2.714
H43 3.158 3.607 0.228
H44 1.839 4.414 -0.653
H45 0.272 7.446 2.198

Results
- Net charge: +1
- 2S+1: 3
- Strongest force on any atom: 4.3 eV/Å
- Frontier orbital gap (alpha / beta): 6.46 / 6.39 eV
- DFT total energy: -8156.21541 Ha

---

[4]
Entry from OMol25: a molecular structure, C48H45BrCl2N8O3Re (ωB97M-V/def2-TZVPD).

Positions of all 108 atoms, in Å:
Re1 -1.294 1.115 -0.737
N1 -0.745 2.742 -4.831
C1 -0.489 2.484 -3.564
N2 -1.413 2.257 -2.656
C2 -2.767 2.319 -3.043
N3 -3.697 2.208 -2.153
N4 -3.097 2.083 -0.907
C3 -3.557 2.763 0.077
C4 -2.648 2.897 1.208
C5 -2.927 3.637 2.336
C6 -1.912 3.832 3.269
C7 -0.674 3.261 3.048
C8 -0.467 2.506 1.902
N5 -1.422 2.352 0.987
C9 -3.093 2.521 -4.446
C10 -4.409 2.507 -4.918
C11 -4.654 2.715 -6.258
C12 -3.596 2.944 -7.142
C13 -2.290 2.962 -6.694
C14 -2.052 2.747 -5.342
H1 0.027 2.945 -5.451
H2 0.550 2.469 -3.259
H3 -4.498 3.297 -0.003
H4 -3.913 4.057 2.476
H5 -2.095 4.421 4.157
H6 0.134 3.377 3.755
H7 0.476 2.014 1.706
H8 -5.216 2.338 -4.219
H9 -5.669 2.708 -6.628
H10 -3.798 3.110 -8.191
H11 -1.470 3.141 -7.377
C15 6.761 1.238 0.895
C16 6.169 1.643 -0.462
C17 6.782 0.775 -1.570
C18 6.524 3.105 -0.733
C19 4.660 1.417 -0.437
C20 3.742 2.442 -0.635
C21 2.394 2.149 -0.629
Br1 1.205 3.619 -0.882
C22 1.886 0.859 -0.420
O1 0.560 0.613 -0.498
C23 2.797 -0.177 -0.139
C24 4.150 0.148 -0.192
C25 2.453 -1.635 0.219
C26 0.965 -1.930 0.415
C27 3.138 -1.988 1.552
C28 2.985 -2.553 -0.892
H12 7.839 1.404 0.892
H13 6.590 0.184 1.116
H14 6.329 1.831 1.704
H15 7.861 0.930 -1.607
H16 6.369 1.034 -2.547
H17 6.607 -0.288 -1.398
H18 7.608 3.216 -0.744
H19 6.137 3.769 0.043
H20 6.152 3.442 -1.702
H21 4.062 3.460 -0.798
H22 4.858 -0.650 -0.021
H23 0.496 -1.258 1.132
H24 0.871 -2.948 0.799
H25 0.400 -1.882 -0.517
H26 2.744 -1.375 2.366
H27 4.217 -1.855 1.523
H28 2.942 -3.034 1.793
H29 2.588 -2.267 -1.869
H30 2.687 -3.584 -0.694
H31 4.072 -2.531 -0.959
N6 1.949 -2.638 -4.811
C29 0.940 -2.301 -4.379
C30 -0.315 -1.875 -3.822
C31 -1.528 -2.414 -4.242
C32 -2.691 -1.929 -3.673
C33 -2.616 -0.941 -2.708
N7 -1.440 -0.435 -2.290
C34 -0.309 -0.896 -2.844
H32 -1.550 -3.188 -4.998
H33 -3.659 -2.307 -3.966
H34 -3.506 -0.548 -2.239
H35 0.623 -0.476 -2.491
Cl1 -0.860 -5.011 4.150
C35 -0.348 -3.641 5.072
C36 0.462 -3.845 6.177
C37 0.943 -2.759 6.892
C38 0.608 -1.471 6.507
C39 -0.229 -1.295 5.421
Cl2 -0.680 0.328 4.962
C40 -0.736 -2.358 4.675
N8 -1.561 -2.145 3.569
C41 -2.886 -2.604 3.501
C42 -3.574 -2.987 4.650
C43 -4.870 -3.460 4.563
C44 -5.507 -3.552 3.332
C45 -4.820 -3.178 2.190
C46 -3.513 -2.709 2.257
C47 -2.739 -2.404 1.001
C48 -2.824 -0.968 0.545
O2 -3.832 -0.469 0.092
O3 -1.670 -0.281 0.611
H36 0.726 -4.855 6.456
H37 1.582 -2.918 7.749
H38 0.973 -0.612 7.051
H39 -1.310 -1.369 2.981
H40 -3.085 -2.913 5.613
H41 -5.387 -3.758 5.466
H42 -6.519 -3.926 3.263
H43 -5.296 -3.266 1.221
H44 -3.174 -2.973 0.175
H45 -1.697 -2.704 1.115

Results
- Net charge: +2
- 2S+1: 4
- Strongest force on any atom: 0.4 eV/Å
- Frontier orbital gap (alpha / beta): 5.17 / 4.28 eV
- ΔE to the lowest compared entry with this formula, charge and spin: 0.00 kJ/mol
- DFT total energy: -6092.16646 Ha